Here is a structure of composition C5H10CdO5 in a non-equilibrium geometry from the Open Molecules 2025 dataset. Energies are from ωB97M-V/def2-TZVPD.

Values from the calculation:
**Expectation value of S²**: 0.753
**Electronic energy**: -740.038020 Ha

The geometry in ORCA input format:
```
! wB97M-V def2-TZVPD RIJCOSX def2/J DEFGRID3
* xyz 1 2
C 0.674 1.095 1.229
C 1.873 0.646 0.496
O 1.742 -0.773 0.133
C 2.756 -1.343 -0.459
O 3.827 -0.713 -0.725
O 2.652 -2.559 -0.813
O 0.703 2.403 1.584
Cd 4.471 -2.374 -1.574
H 0.203 0.403 1.934
H 2.776 0.738 1.111
H 1.995 1.217 -0.433
H 0.085 2.583 2.329
H -1.213 0.819 0.156
C -2.282 0.787 -0.478
C -3.038 -0.513 -0.418
O -2.310 -1.509 -1.135
H -2.883 1.606 -0.066
H -2.024 1.061 -1.509
H -4.037 -0.400 -0.870
H -3.181 -0.830 0.628
H -2.790 -2.341 -1.121
*
```